No. 1
27
Properties=species:S:1:pos:R:3:forces:R:3:nbo_charge:R:1 method="wB97M-V/def2-TZVPD" total_charge=+1 multiplicity=1 e_lumo_ev=-3.4
C -1.47625 -0.36050 0.53229 0.992 -0.448 1.107 -0.188
C -1.01819 -1.82941 0.44719 0.368 -0.564 1.847 -0.637
C -2.26065 0.05879 -0.71142 -0.011 0.133 1.427 -0.605
C -2.01797 -0.02937 1.98135 0.305 0.445 -1.496 -0.615
H -0.48082 0.12277 0.52233 -0.541 0.397 -0.221 0.134
H -0.64210 -2.28005 1.39408 -0.078 1.098 0.283 0.214
H -0.06191 -1.82695 -0.07531 -0.679 -0.855 -1.189 0.184
H -3.22356 -0.45359 -0.65869 0.114 -0.129 -0.619 0.228
H -2.47828 1.12287 -0.66179 0.035 0.176 -0.188 0.213
H -1.65797 -0.16022 -1.59220 -0.432 -0.158 -0.236 0.192
H -3.02816 0.37420 2.05970 -0.181 -0.541 -0.220 0.225
H -1.85298 -0.93648 2.55074 -0.327 0.286 0.549 0.219
H -1.40178 0.79636 2.33299 0.133 -0.157 0.484 0.200
H -1.79317 -2.59822 0.34194 0.129 0.292 -1.479 0.240
C 2.33499 -0.98376 -1.44157 -1.160 -0.429 0.603 -0.432
C 1.62725 1.17780 -0.38710 -1.196 1.067 -2.363 0.679
N 1.60070 0.29280 -1.38322 0.922 -1.343 0.880 -0.541
N 1.91972 1.00310 0.88340 0.497 -0.491 0.166 -0.760
N 1.17400 2.38865 -0.81637 -0.056 0.805 1.290 -0.781
H 0.78186 0.30818 -1.96981 0.091 0.600 -0.281 0.435
H 1.74657 0.12298 1.35250 0.399 0.053 -0.099 0.439
H 2.41964 1.74745 1.34512 -0.288 -0.072 0.366 0.437
H 1.61488 2.94475 -1.52888 0.134 -0.611 -0.631 0.430
H 0.76609 2.99209 -0.12076 -0.004 -0.004 0.321 0.406
H 1.68732 -1.76869 -1.03654 0.289 -0.015 0.137 0.214
H 3.26405 -0.96829 -0.88167 0.086 0.242 -0.172 0.230
H 2.45668 -1.25726 -2.47832 0.459 0.222 -0.266 0.241

No. 2
22
Properties=species:S:1:pos:R:3:forces:R:3:nbo_charge:R:1 method="wB97M-V/def2-TZVPD" smiles=CN.O.O.O.O.O total_charge=0 multiplicity=1 e_lumo_ev=0.7
C 2.88906 -0.76260 -0.83189 -0.718 -0.214 -0.684 -0.416
N 1.87335 -1.31779 -1.74979 -0.499 -0.731 0.072 -0.858
H 2.36311 -0.55474 0.09074 0.264 -0.140 0.349 0.225
H 3.19450 0.18968 -1.25572 0.434 0.002 0.055 0.188
H 3.71005 -1.47516 -0.71217 0.135 0.438 0.306 0.179
H 2.28296 -1.57607 -2.63463 0.260 0.130 -0.246 0.354
H 1.53981 -2.21540 -1.38201 0.041 0.512 0.038 0.365
O -3.29271 4.80452 3.09035 0.280 -0.123 -0.161 -0.940
H -3.59515 4.32326 3.86477 -0.139 0.142 0.006 0.470
H -3.85021 5.57899 2.99240 -0.136 -0.016 0.156 0.470
O 0.75228 -2.17946 1.19201 -0.355 -0.094 0.018 -0.960
H 0.07334 -2.37402 0.53067 -0.031 -0.047 -0.091 0.484
H 0.19601 -1.83251 1.90044 0.272 0.122 0.046 0.473
O -0.99759 0.71480 0.68475 0.017 -0.107 -0.098 -0.986
H -0.71684 0.70694 -0.24526 0.007 0.215 -0.109 0.498
H -0.44031 1.40334 1.05821 -0.078 -0.010 0.162 0.474
O -0.02706 0.80829 -1.95849 0.211 -0.447 -0.343 -1.007
H 0.48544 -0.03324 -2.05012 0.130 0.178 0.332 0.506
H 0.16713 1.27863 -2.77495 -0.197 0.162 0.121 0.477
O -2.05702 -2.11905 -0.16236 0.147 -0.135 -0.046 -0.959
H -1.87486 -1.17543 -0.21667 -0.006 0.188 0.084 0.489
H -2.67529 -2.19297 0.56972 -0.038 -0.024 0.033 0.473

No. 3
110
Properties=species:S:1:pos:R:3:forces:R:3:lowdin_charge:R:1 method="wB97M-V/def2-TZVPD" total_charge=0 multiplicity=1 e_lumo_ev=-0.6
Rb -2.78457 0.64633 -4.32796 0.637 0.137 0.769 0.906
Rb 4.52940 0.46470 1.76779 -0.181 0.089 0.121 0.983
C 0.56156 -0.60526 -0.72771 -0.006 0.772 0.093 -0.008
C 1.70516 -0.05119 -0.14919 0.190 -0.470 0.005 -0.382
C 1.88863 1.50854 -0.18375 -0.407 0.170 -0.273 -0.392
O 2.72793 2.11802 0.52986 0.352 -0.918 0.279 -0.183
C 1.07525 2.18537 -1.08909 0.050 -0.095 0.115 -0.014
C 0.06545 1.57994 -1.85895 0.794 0.228 0.018 -0.404
C -0.30913 0.13800 -1.54040 -0.277 -1.424 0.315 -0.373
O -1.31793 -0.41206 -2.04497 -0.392 0.814 -0.612 -0.139
O -0.45449 2.16147 -2.81428 -1.234 -0.116 -0.787 -0.051
O 2.57060 -0.82132 0.35543 0.388 0.938 0.438 -0.192
H 0.40002 -1.66444 -0.58625 -0.034 -0.104 -0.166 0.103
H 1.30217 3.22156 -1.30233 -0.013 0.005 0.022 0.093
C 3.09344 6.22848 -5.63922 -0.075 0.208 -0.148 -0.041
O 3.11737 6.75863 -4.31606 0.405 0.181 0.110 0.002
C 2.74545 5.91148 -3.35521 -0.504 0.241 0.145 -0.616
O 2.38911 4.78026 -3.50857 0.048 -0.400 -0.227 0.143
O 2.75681 6.56583 -2.19217 0.141 0.708 -0.376 0.010
C 1.98239 5.98810 -1.16706 -0.693 -0.879 0.824 -0.059
H 3.54545 6.98150 -6.27953 0.101 0.050 0.122 0.091
H 2.05782 6.10375 -5.95429 0.049 -0.314 0.005 0.098
H 3.66014 5.30354 -5.70271 -0.154 -0.115 0.000 0.096
H 2.54750 5.22484 -0.62815 0.013 0.043 -0.030 0.097
H 1.06846 5.51759 -1.54154 0.241 -0.013 -0.284 0.089
H 1.64235 6.75220 -0.47051 0.443 0.297 -0.136 0.095
C -6.52296 -2.76243 -0.47836 -0.066 -0.332 -0.294 -0.043
O -5.42562 -2.74873 0.42407 -0.067 -0.013 0.312 -0.001
C -4.26407 -3.19404 -0.06033 0.351 0.134 -0.498 -0.628
O -4.04970 -3.48031 -1.21214 -0.174 -0.010 -0.035 0.119
O -3.39027 -3.23759 0.92408 -0.014 0.225 0.660 0.019
C -2.02952 -3.48458 0.55628 0.513 -0.025 -0.327 -0.021
H -6.57459 -1.83767 -1.05270 0.006 0.080 0.110 0.085
H -7.41207 -2.89634 0.12952 -0.051 0.142 -0.007 0.095
H -6.42517 -3.59048 -1.18027 -0.024 0.020 0.045 0.094
H -1.59069 -2.61001 0.07180 -0.261 -0.056 -0.221 0.086
H -1.96260 -4.34696 -0.10035 0.059 0.081 -0.005 0.080
H -1.44976 -3.65446 1.46019 -0.344 -0.169 0.178 0.089
C -0.23009 -7.35056 -0.27850 -0.002 -0.077 -0.013 -0.035
O 1.11306 -6.90115 -0.44926 0.018 -0.216 0.113 0.008
C 1.24218 -5.60689 -0.71874 0.636 0.038 -0.394 -0.614
O 0.35051 -4.80920 -0.80344 -0.389 0.240 0.179 0.125
O 2.53362 -5.35617 -0.93440 -0.006 -0.128 0.393 0.016
C 2.85868 -3.96730 -1.05574 -0.423 0.395 -0.797 -0.030
H -0.14550 -8.38325 0.04482 -0.027 -0.028 -0.007 0.092
H -0.76267 -7.29773 -1.22741 -0.072 0.045 0.041 0.099
H -0.74925 -6.76501 0.47784 0.024 0.057 -0.027 0.092
H 2.62711 -3.41414 -0.15144 0.193 -0.050 0.182 0.070
H 2.28307 -3.51589 -1.86522 -0.074 -0.073 0.079 0.085
H 3.89425 -3.90426 -1.36970 0.128 -0.138 0.339 0.091
C -1.17370 3.85696 0.72642 0.042 -0.011 -0.941 -0.021
O -2.00085 4.25470 1.81484 -0.132 -0.068 0.339 0.015
C -2.77424 5.30777 1.60386 0.286 0.170 0.106 -0.623
O -2.77901 5.98882 0.61364 -0.201 0.100 -0.228 0.126
O -3.51627 5.50521 2.69687 -0.191 -0.322 0.021 0.005
C -4.45755 6.57199 2.63071 0.202 0.420 -0.010 -0.041
H -1.76378 3.62284 -0.16334 -0.177 -0.218 0.216 0.103
H -0.63307 2.98110 1.05924 0.108 0.016 -0.018 0.078
H -0.50174 4.64402 0.38189 0.131 0.064 0.480 0.094
H -5.27671 6.32571 3.29774 -0.003 -0.119 0.014 0.094
H -4.80890 6.72891 1.61359 -0.019 -0.071 0.014 0.075
H -3.97618 7.49015 2.97142 -0.055 0.010 -0.018 0.099
C 2.72583 -1.29627 6.36176 0.679 -0.204 0.188 -0.041
O 1.65888 -0.48631 5.90164 -0.337 0.092 -0.187 0.024
C 1.93438 0.34258 4.90643 -0.124 -0.038 0.042 -0.626
O 3.04369 0.56941 4.47573 0.270 -0.094 -0.322 0.034
O 0.80219 0.86946 4.47410 0.051 0.009 0.129 0.032
C 0.86689 1.70967 3.31723 0.258 0.016 -0.580 -0.008
H 3.32650 -1.69367 5.54498 -0.183 0.067 -0.121 0.090
H 2.27436 -2.12788 6.89106 -0.066 0.060 0.089 0.097
H 3.39281 -0.72581 7.01086 -0.142 0.008 0.077 0.100
H 0.68792 1.11026 2.42058 -0.214 -0.029 0.132 0.096
H 1.84555 2.16294 3.16792 -0.047 0.065 0.326 0.087
H 0.10099 2.46786 3.43533 -0.061 -0.004 0.005 0.096
C 1.67611 -2.48656 2.69147 -0.147 -0.161 -0.416 -0.009
O 1.57779 -3.02622 4.01613 0.202 0.348 0.078 0.004
C 1.35357 -4.33075 4.06189 -0.334 -0.145 -0.201 -0.617
O 1.17697 -5.04977 3.11120 0.148 -0.057 0.149 0.130
O 1.33189 -4.69734 5.34355 0.440 0.029 0.385 -0.001
C 1.36947 -6.10609 5.58814 -0.643 -0.082 0.013 -0.032
H 1.97252 -1.44627 2.75426 -0.044 0.018 0.273 0.068
H 0.71340 -2.56136 2.18852 0.041 0.044 -0.069 0.101
H 2.41765 -3.03262 2.11164 -0.024 -0.006 0.025 0.093
H 1.97839 -6.59522 4.83425 -0.063 -0.154 0.026 0.095
H 0.34527 -6.48478 5.59085 0.104 -0.137 -0.315 0.098
H 1.75129 -6.27773 6.59036 0.276 0.304 -0.033 0.090
C 2.53128 -0.73257 -3.62866 -0.941 0.330 0.080 -0.017
O 3.63124 -0.89310 -4.52270 0.191 0.607 -0.076 0.023
C 4.18543 -2.09206 -4.56386 -0.167 -0.164 0.224 -0.614
O 3.83260 -3.05781 -3.93553 0.094 -0.008 0.014 0.117
O 5.20216 -2.05103 -5.42515 0.099 0.291 -0.240 0.004
C 6.03504 -3.20425 -5.45564 -0.264 -0.463 0.645 -0.040
H 2.79119 -0.83801 -2.57823 0.200 -0.580 -0.070 0.091
H 1.71846 -1.38532 -3.94666 0.100 -0.287 0.409 0.107
H 2.13477 0.28136 -3.69842 0.450 0.117 -0.442 0.099
H 6.74131 -3.15573 -4.62405 0.176 0.097 -0.196 0.098
H 6.53425 -3.22863 -6.41484 0.064 0.087 -0.057 0.091
H 5.43835 -4.10113 -5.28645 0.005 0.010 -0.266 0.091
C -4.36162 0.61676 -0.55445 -0.298 -0.342 -0.193 -0.010
O -4.40247 1.93557 -1.11094 0.398 0.018 -0.247 -0.007
C -5.45390 2.68737 -0.81113 -0.216 0.186 0.126 -0.616
O -6.43673 2.32642 -0.22238 -0.097 0.014 0.186 0.131
O -5.23469 3.90923 -1.29977 0.308 -0.110 -0.201 0.004
C -6.10003 4.94837 -0.85146 -0.263 -0.097 0.186 -0.022
H -3.76997 0.02291 -1.24081 0.265 -0.078 0.038 0.070
H -5.36438 0.19899 -0.48612 0.000 0.095 0.132 0.083
H -3.88375 0.62134 0.42219 -0.026 0.116 0.031 0.114
H -5.73683 5.31335 0.10887 -0.031 0.064 -0.049 0.080
H -7.12024 4.58664 -0.73808 0.015 -0.027 -0.034 0.094
H -6.05803 5.73491 -1.59623 0.088 0.033 -0.016 0.098

No. 4
32
Properties=species:S:1:pos:R:3:forces:R:3:nbo_charge:R:1 method="wB97M-V/def2-TZVPD" total_charge=0 multiplicity=1 e_lumo_ev=0.0
Tl -0.49746 0.06749 -2.59684 -0.669 -0.581 -0.104 0.853
C 0.77285 0.24964 0.80696 -0.066 -0.074 0.075 -0.643
C -0.33622 -0.75412 0.88078 -0.008 0.007 -0.133 0.219
C -0.56232 -1.50739 2.04333 -0.171 -0.173 0.019 -0.262
C -1.58208 -2.41856 2.07083 0.170 0.185 -0.031 -0.124
C -2.41360 -2.57116 0.94382 0.117 0.153 -0.197 -0.140
C -3.47944 -3.48153 0.85735 -0.410 -0.391 0.043 -0.111
Br -3.89073 -4.62409 2.33644 0.029 0.121 -0.181 0.017
C -4.23817 -3.58133 -0.28467 0.194 -0.083 0.546 -0.222
C -3.97090 -2.75614 -1.36339 0.125 0.367 -0.540 -0.188
Br -5.02624 -2.90898 -2.93656 0.032 -0.037 0.184 0.042
C -2.94363 -1.79478 -1.38513 -0.316 -0.360 0.150 0.344
O -2.73071 -1.02787 -2.37119 0.611 0.501 -0.346 -0.797
C -2.13026 -1.74734 -0.18413 -0.332 -0.417 0.188 0.163
N -1.09019 -0.89069 -0.18981 0.275 0.312 0.095 -0.519
H 1.33456 0.27402 1.73663 0.098 0.028 0.041 0.215
H 0.35677 1.23747 0.61188 0.086 0.016 0.011 0.232
H 1.44494 0.00276 -0.01554 0.068 0.058 0.038 0.220
H 0.07876 -1.36909 2.89952 0.067 0.013 0.100 0.214
H -1.75459 -3.02114 2.95111 -0.043 -0.022 0.003 0.232
H -5.04429 -4.29718 -0.34472 -0.034 -0.021 0.013 0.239
C 3.03930 4.40076 0.08311 -0.079 0.383 0.136 -0.394
N 3.17225 3.11939 -0.57491 0.564 0.206 0.465 -0.464
C 4.51511 2.69462 -0.90537 0.331 -0.108 -0.145 -0.394
C 2.14686 2.62284 -1.20730 -0.399 -0.280 -0.208 0.484
N 1.21759 2.15183 -1.70147 -0.216 0.228 -0.254 -0.472
H 3.68534 4.40797 0.96181 -0.059 0.041 -0.007 0.208
H 2.00711 4.54582 0.39555 0.049 0.008 0.018 0.225
H 3.32925 5.22347 -0.57884 -0.002 -0.020 0.039 0.196
H 5.12497 2.75238 -0.00219 0.001 -0.053 -0.074 0.209
H 4.96178 3.33367 -1.67435 -0.011 -0.025 0.031 0.196
H 4.50342 1.66727 -1.26272 0.000 0.020 0.025 0.224

The records above yield energy relative to the best compared isomer or geometry (same formula, charge and spin) values of 170.2; 66.0; 0.0; 0.0 kJ/mol, respectively.
The records above yield max |F| values of 2.9; 1.0; 1.5; 0.9 eV Å⁻¹, respectively.